No. 1
Here is C32H55ClN3O2PSc as an isolated structure from the OMol25 dataset. Energies are from ωB97M-V/def2-TZVPD.

CARTESIAN COORDINATES (ANGSTROEM)
Sc  0.04796  -0.08286  -0.07080
Cl  -0.25020  -1.90312  -1.50744
N  -0.08101  -1.30559  1.71630
N  0.02769  1.30601  -1.74535
C  0.87274  -1.50058  2.61342
C  1.06916  1.87007  -2.33243
C  -1.33962  -1.90713  2.18479
C  -1.02756  -2.10902  3.66822
C  -1.59937  -3.20580  1.45020
C  -2.53872  -1.03182  1.93146
H  -0.64508  -3.69971  1.23689
H  -2.10840  -2.99933  0.49987
H  -2.23684  -3.82704  2.09523
H  -2.36000  -0.14549  2.52081
H  -3.49189  -1.50853  2.20301
H  -2.61655  -0.68373  0.89608
C  -1.18540  1.69070  -2.45918
C  -0.66727  2.36300  -3.70642
C  -1.85341  2.81867  -1.72176
C  -2.23940  0.61976  -2.56910
H  -1.77760  -0.21874  -3.07251
H  -3.09729  1.04499  -3.12160
H  -2.61218  0.28528  -1.58021
H  -1.15320  3.61450  -1.51778
H  -2.20694  2.34789  -0.78146
H  -2.76360  3.24520  -2.20608
O  0.78617  2.53630  -3.43686
H  -1.07088  3.36714  -3.89643
H  -0.82355  1.67208  -4.52997
O  0.46810  -2.06173  3.74099
H  -1.36448  -3.05780  4.09099
H  -1.37927  -1.26065  4.27748
C  2.28570  -1.07420  2.39882
C  2.47169  1.69022  -1.85576
C  2.65783  0.35385  -1.16057
H  2.67796  2.50330  -1.14229
H  3.13449  1.81352  -2.72332
C  2.42666  0.26127  0.24115
C  2.58167  -0.98316  0.91490
H  2.27812  1.18408  0.83109
C  2.99840  -2.10967  0.19386
C  3.25896  -1.99097  -1.17193
C  3.09583  -3.45417  0.86041
C  3.07053  -0.79124  -1.86000
H  3.57538  -2.87510  -1.72588
C  3.23209  -0.76068  -3.35402
H  3.63368  -1.71575  -3.70976
H  3.90755  0.03527  -3.69299
H  2.26267  -0.61065  -3.85179
H  3.69416  -3.43242  1.78082
H  3.55173  -4.18038  0.17925
H  2.10030  -3.84280  1.12386
H  2.94691  -1.76843  2.93687
H  2.40434  -0.07711  2.85359
C  -2.77134  0.95591  4.48628
C  -1.82121  1.83608  3.57647
C  -1.86422  3.14564  4.18485
C  -0.41602  1.27502  3.60702
P  -2.18658  2.30678  1.61515
N  -1.45141  1.14292  0.76471
C  -4.13032  2.42109  1.47118
C  -4.68591  3.80420  1.82535
C  -4.55373  1.96952  0.06662
C  -4.87105  1.48368  2.41558
C  -1.47298  3.85052  0.86617
C  -2.79281  4.94817  -0.44272
C  -1.43248  5.12581  1.63282
C  0.00646  3.62800  0.49264
H  -2.21176  0.56204  5.34342
H  -3.32936  0.10310  4.07602
H  -3.52973  1.61568  4.91930
H  -1.65465  3.04735  5.23787
H  -1.13744  3.79492  3.75210
H  -2.82662  3.63018  4.09922
H  -0.16646  0.80974  2.66512
H  0.28996  2.07806  3.78333
H  -0.22393  0.49704  4.34536
H  -4.37339  4.60082  1.16192
H  -5.78285  3.72761  1.76413
H  -4.45265  4.08621  2.86003
H  -4.12491  0.97967  -0.14067
H  -5.65341  1.86864  0.04706
H  -4.25735  2.65667  -0.72415
H  -4.50474  0.46469  2.33356
H  -4.80612  1.81114  3.45204
H  -5.93493  1.50570  2.12116
H  -3.11888  5.83255  0.10968
H  -2.25546  5.31358  -1.31324
H  -3.70082  4.44634  -0.76563
H  -0.71179  5.07110  2.46557
H  -1.12770  5.97195  0.98324
H  -2.41861  5.40921  1.97331
H  0.60455  3.67966  1.42882
H  0.23558  2.61706  0.07371
H  0.50229  4.33182  -0.20707

Its net charge is -1. Its HOMO-LUMO gap (alpha / beta) is 3.4 / 4.3 eV.

No. 2
Here is CBr2N2O as an isolated structure from the OMol25 dataset. Energies are from ωB97M-V/def2-TZVPD.

CARTESIAN COORDINATES (ANGSTROEM)
C  -1.40931  -0.51555  -0.53553
N  0.12546  1.04939  -0.24434
N  0.98944  0.58547  0.26506
O  1.81284  0.02151  0.83881
Br  -2.99134  0.15592  0.25622
Br  -1.58712  -1.14791  -2.21422

Its net charge is 0. Its HOMO-LUMO gap is 7.6 eV.

No. 3
Here is C33H38F5LaN2P2Si2 as an isolated structure from the OMol25 dataset. Energies are from ωB97M-V/def2-TZVPD.

CARTESIAN COORDINATES (ANGSTROEM)
La  0.94304  0.98240  1.68470
C  4.02569  1.78855  0.08106
Si  3.18566  0.54329  -1.04457
C  4.47767  -0.59177  -1.73816
C  2.37356  1.55561  -2.38572
N  2.04375  -0.21757  -0.03130
P  0.97150  -1.44356  0.08280
C  -0.46899  -0.96373  0.86094
P  -1.47513  0.22861  0.15653
N  -0.77093  1.71577  0.24068
Si  -1.16020  3.37378  0.02343
C  0.13758  4.28743  1.05359
C  -0.92480  4.02885  -1.70308
C  -2.83883  3.83388  0.65894
C  -2.10084  -0.10229  -1.51636
C  -2.08848  -1.40412  -2.00624
C  -2.55272  -1.68067  -3.28654
C  -3.04819  -0.65693  -4.08097
C  -3.09699  0.64299  -3.58865
C  -2.62416  0.91503  -2.31287
C  -3.01110  0.27558  1.15707
C  -2.93645  0.02858  2.52628
C  -4.05916  0.14161  3.33198
C  -5.28604  0.48544  2.77629
C  -5.38223  0.70638  1.41033
C  -4.25103  0.60282  0.60745
C  0.83760  -2.40928  -1.44991
C  1.16442  -1.88486  -2.69369
C  0.99226  -2.64244  -3.84683
C  0.48774  -3.92918  -3.75537
C  0.15553  -4.46177  -2.51200
C  0.33011  -3.70683  -1.36452
C  1.76640  -2.65715  1.19861
C  1.22678  -2.97833  2.43491
C  1.90035  -3.84583  3.29188
C  3.10963  -4.40352  2.91003
C  3.65365  -4.09594  1.66509
C  2.98605  -3.22688  0.81915
H  4.73684  2.41296  -0.46983
H  4.56716  1.29723  0.89562
H  3.30689  2.49097  0.52726
H  5.08050  -0.07483  -2.49261
H  4.03922  -1.47922  -2.20487
H  5.14519  -0.92580  -0.93694
H  3.09436  1.85597  -3.15421
H  1.96488  2.46628  -1.93462
H  1.54147  1.04424  -2.87767
H  1.10667  3.77206  1.06235
H  -0.18423  4.41564  2.09248
H  0.33708  5.28376  0.64736
H  0.12173  3.91984  -2.00566
H  -1.16387  5.09965  -1.70620
H  -1.53797  3.54687  -2.46572
H  -3.04174  3.32000  1.60415
H  -3.63837  3.56698  -0.04045
H  -2.89122  4.91471  0.83185
H  -1.72244  -2.20128  -1.37356
H  -2.52140  -2.69701  -3.66177
H  -3.40703  -0.87016  -5.08053
H  -3.50250  1.44209  -4.19871
H  -2.68082  1.92371  -1.92919
H  -1.99641  -0.29180  2.95369
H  -3.98041  -0.05257  4.39505
H  -6.16558  0.56425  3.40450
H  -6.33823  0.95798  0.96621
H  -4.34514  0.77259  -0.45730
H  1.53938  -0.87454  -2.77250
H  1.24661  -2.22372  -4.81352
H  0.35468  -4.52215  -4.65106
H  -0.23632  -5.46871  -2.44049
H  0.06727  -4.11617  -0.39507
H  0.27271  -2.54961  2.71171
H  1.47462  -4.08501  4.25886
H  3.63026  -5.08043  3.57693
H  4.59700  -4.53297  1.36111
H  3.41555  -2.98096  -0.14743
F  1.78336  -0.08800  3.94584
C  2.01015  1.32780  3.83030
F  3.14877  1.57465  4.53122
C  0.84061  1.92793  4.60829
F  -0.30067  1.28201  4.17447
F  0.69070  3.21600  4.24124
F  0.84801  1.88483  5.93449

Its net charge is 0. Its HOMO-LUMO gap is 8.1 eV.

No. 4
Here is one molecule with the formula C15H16N2O2 from the OMol25 dataset. Energies are from ωB97M-V/def2-TZVPD.

CARTESIAN COORDINATES (ANGSTROEM)
O  -0.54645  -2.26740  -0.63020
C  -0.62604  -1.62604  0.39254
C  -1.91273  -1.49774  1.19372
C  -3.14968  -1.57534  0.29623
C  -3.13230  -0.50434  -0.80434
O  -2.87529  0.78097  -0.26912
C  -1.61341  1.30300  -0.31377
C  -0.67465  1.05881  -1.31184
C  0.56478  1.67237  -1.26047
C  0.88845  2.53591  -0.22967
C  -0.05064  2.79864  0.75420
C  -1.28908  2.18935  0.71498
N  0.42105  -0.96106  0.96591
C  1.70943  -0.77793  0.46602
C  2.18539  -1.37439  -0.69880
C  3.48039  -1.09354  -1.10052
C  4.25277  -0.23748  -0.33192
N  3.80912  0.32553  0.78077
C  2.57901  0.06304  1.16613
H  -1.92013  -0.55838  1.74881
H  -1.93989  -2.31971  1.91417
H  -3.19279  -2.55113  -0.18774
H  -4.03804  -1.44800  0.91620
H  -2.39840  -0.78234  -1.56187
H  -4.11755  -0.44960  -1.27717
H  -0.89498  0.39881  -2.13646
H  1.28437  1.47035  -2.04013
H  1.86171  3.00009  -0.19448
H  0.18411  3.47893  1.55969
H  -2.03316  2.39016  1.47123
H  0.22900  -0.43514  1.80771
H  1.55190  -2.03215  -1.27015
H  3.87965  -1.53606  -1.99995
H  5.26779  0.01227  -0.60907
H  2.25631  0.54952  2.07938

Its net charge is 0. Its SMILES is O=C(CCCOc1ccccc1)Nc1cccnc1. Its HOMO-LUMO gap is 9.2 eV.

Largest force on an atom? In order: 3.73; 2.77; 2.21; 0.73 eV/A.
Energy above the lowest of the compared OMol25 structures with the same formula, charge and spin? In order: 58.6; 200.1; 47.8; 53.9 kJ/mol.